C38H41N7O2STl | the ωB97M-V functional and the def2-TZVPD basis

For the total energy, the calculation gives -2576.865617 a.u. The value obtained for the molar mass is 864.243 Da. As for the energy above the lowest of the compared OMol25 structures with the same formula, charge and spin: 38.4 kcal per mole. The charge is +1. Its LUMO energy (alpha / beta) is -4.6160 / -5.4646 eV. As for the highest occupied orbital energy (alpha / beta): -10.561 / -10.561 eV.

```
90
C38H41N7O2STl | the Open Molecules 2025 dataset | the ωB97M-V functional and the def2-TZVPD basis
Tl -1.495 0.935 0.067
N -3.822 -0.775 3.991
C -3.485 -0.408 2.742
S -3.493 1.252 2.367
N -3.163 -1.387 1.926
N -2.818 -1.240 0.673
C -2.896 -2.184 -0.200
C -3.384 -3.533 0.167
C -2.615 -4.339 0.999
C -3.084 -5.586 1.370
C -4.321 -6.024 0.929
C -5.095 -5.213 0.115
C -4.629 -3.968 -0.270
C -2.595 -1.887 -1.600
C -2.323 -2.904 -2.521
C -2.161 -2.575 -3.856
C -2.317 -1.252 -4.248
C -2.549 -0.306 -3.259
N -2.654 -0.606 -1.977
H -4.190 -0.085 4.624
H -3.980 -1.750 4.179
H -1.645 -4.001 1.333
H -2.478 -6.215 2.004
H -4.681 -6.999 1.219
H -6.060 -5.551 -0.225
H -5.233 -3.325 -0.891
H -2.213 -3.925 -2.191
H -1.924 -3.335 -4.585
H -2.254 -0.965 -5.286
H -2.669 0.741 -3.506
C 5.287 3.387 -0.938
C 4.840 2.687 -2.184
C 5.688 1.822 -2.864
C 5.264 1.149 -3.994
C 3.974 1.337 -4.479
N 3.563 0.613 -5.614
C 2.331 0.137 -5.942
O 2.027 -0.178 -7.068
N 1.390 0.018 -4.914
C 1.580 -0.145 -3.560
C 2.732 -0.715 -3.011
C 2.864 -0.745 -1.636
C 1.835 -0.262 -0.842
N 0.701 0.195 -1.359
C 0.584 0.268 -2.673
C 3.134 2.243 -3.836
C 3.563 2.895 -2.697
H 6.327 3.162 -0.717
H 4.674 3.084 -0.089
H 5.182 4.465 -1.048
H 6.694 1.665 -2.502
H 5.934 0.475 -4.507
H 4.239 0.515 -6.361
H 0.438 -0.004 -5.253
H 3.496 -1.126 -3.650
H 3.757 -1.142 -1.179
H 1.917 -0.246 0.234
H -0.339 0.678 -3.055
H 2.151 2.447 -4.232
H 2.900 3.587 -2.197
C 2.123 -0.427 3.229
C 0.686 -0.930 3.427
C 0.152 -1.616 2.169
C -0.186 0.215 3.863
C -0.818 0.168 5.080
C -1.511 1.265 5.585
C -1.490 2.470 4.896
C -0.877 2.591 3.668
C -0.764 3.951 3.039
C 0.716 4.358 3.025
C -1.350 4.054 1.634
C -0.275 1.420 3.054
O 0.205 1.459 1.885
H 2.763 -1.235 2.883
H 2.517 -0.053 4.172
H 2.153 0.381 2.503
H 0.701 -1.670 4.237
H 0.076 -0.909 1.342
H -0.837 -2.020 2.364
H 0.817 -2.425 1.876
H -0.752 -0.731 5.673
H -2.030 1.181 6.528
H -1.969 3.334 5.330
H -1.303 4.650 3.688
H 1.285 3.686 2.386
H 1.127 4.328 4.031
H 0.808 5.370 2.642
H -0.733 3.504 0.922
H -1.367 5.096 1.329
H -2.369 3.673 1.617
```



C2H4NO3P | the ωB97M-V functional and the def2-TZVPD basis

For the total energy, the calculation gives -700.344536 a.u. The value obtained for the molar mass is 121.032 Da. As for the energy above the lowest of the compared OMol25 structures with the same formula, charge and spin: 99.3 kcal per mole. The charge is 0. Its LUMO energy is 0.4281 eV. As for the highest occupied orbital energy: -7.798 eV. Its SMILES is OP(O)(O)=c1cn1.

```
11
C2H4NO3P | the Open Molecules 2025 dataset | the ωB97M-V functional and the def2-TZVPD basis
C -1.922 1.357 -0.286
C -1.222 0.210 0.497
N -2.523 0.272 -0.134
O 0.429 -1.937 0.370
O 1.354 0.403 0.631
O 1.036 -0.408 -1.532
P 0.233 -0.447 -0.137
H -1.894 2.084 -1.063
H -0.312 -2.205 0.875
H 1.198 0.533 1.679
H 1.858 -0.829 -1.366
```



C4H5NO | the ωB97M-V functional and the def2-TZVPD basis

For the total energy, the calculation gives -285.359909 a.u. The value obtained for the molar mass is 83.090 Da. As for the energy above the lowest of the compared OMol25 structures with the same formula, charge and spin: 34.3 kcal per mole. The charge is 0. Its LUMO energy is 0.9215 eV. As for the highest occupied orbital energy: -9.689 eV. Its SMILES is Cc1cnoc1.

```
11
C4H5NO | the Open Molecules 2025 dataset | the ωB97M-V functional and the def2-TZVPD basis
C 0.843 -1.010 -0.781
C -0.020 0.001 -0.044
C -0.189 0.128 1.367
C -0.780 1.021 -0.509
H 1.890 -0.849 -0.507
H 0.755 -0.927 -1.872
H 0.600 -2.046 -0.512
H 0.292 -0.472 2.158
H -1.031 1.393 -1.500
N -0.990 1.090 1.698
O -1.368 1.673 0.502
```



C33H32N7O14 | the ωB97M-V functional and the def2-TZVPD basis

For the total energy, the calculation gives -2712.145685 a.u. The value obtained for the molar mass is 750.654 Da. As for the energy above the lowest of the compared OMol25 structures with the same formula, charge and spin: 40.2 kcal per mole. The charge is -1. Its LUMO energy is 0.5418 eV. As for the highest occupied orbital energy: -6.465 eV.

```
86
C33H32N7O14 | the Open Molecules 2025 dataset | the ωB97M-V functional and the def2-TZVPD basis
N -0.153 0.771 0.063
O 0.032 0.640 1.318
O -1.198 1.353 -0.274
O 0.408 0.027 -0.739
C 1.616 -3.636 -2.480
C 1.777 -2.417 -3.389
C 1.843 -2.666 -4.931
C 1.791 -4.112 -5.481
C 1.848 -5.262 -4.493
C 1.737 -4.981 -2.954
N 1.682 -4.305 -6.912
O 1.780 -3.267 -7.716
O 1.447 -5.423 -7.275
H 1.736 -3.590 -1.438
H 1.592 -1.372 -2.792
H 2.059 -1.705 -5.501
H 1.773 -6.274 -4.885
H 1.778 -5.792 -2.335
C -0.850 6.473 0.418
C -1.077 5.003 0.501
C -2.571 4.537 0.723
C -3.642 5.611 0.664
C -3.311 7.217 0.529
C -1.882 7.461 0.377
N -5.082 5.166 0.694
O -5.865 6.114 0.548
O -5.399 4.096 1.070
H 0.304 6.814 0.464
H -0.173 4.132 0.577
H -2.890 3.532 0.880
H -3.926 7.915 0.451
H -1.540 8.586 0.243
C -2.578 1.751 4.977
C -3.878 2.176 5.544
C -5.122 1.891 4.704
C -4.995 1.478 3.181
C -3.715 0.867 2.832
C -2.516 1.224 3.718
N -6.258 1.420 2.428
O -6.232 0.612 1.394
O -7.195 1.930 2.800
H -1.829 1.991 5.738
H -3.909 2.724 6.539
H -5.943 2.333 5.120
H -3.642 0.333 1.965
H -1.351 1.053 3.329
C 0.803 0.858 -3.678
C 2.145 1.312 -2.995
C 3.343 1.581 -3.891
C 3.265 1.442 -5.402
C 1.955 0.870 -5.996
C 0.750 0.720 -5.078
N 4.305 1.568 -6.327
O 5.376 1.990 -5.856
O 4.067 1.645 -7.552
H -0.149 0.831 -3.297
H 2.197 1.661 -2.045
H 4.209 1.844 -3.192
H 1.786 0.792 -7.140
H -0.169 0.251 -5.515
C -0.698 -4.153 1.761
C -0.652 -2.546 1.960
C -0.749 -2.062 3.427
C -0.791 -3.069 4.603
C -0.899 -4.509 4.348
C -0.660 -5.022 2.843
N -0.834 -2.507 6.022
O -0.983 -3.333 6.977
O -0.672 -1.384 6.138
H -0.725 -4.352 0.741
H -0.753 -1.737 1.278
H -1.088 -1.180 3.602
H -1.236 -5.286 5.025
H -0.697 -5.983 2.584
C 4.458 -2.161 -0.055
O 5.536 -2.574 -0.491
N 4.330 -1.897 1.217
C 3.078 -1.266 1.713
C 5.355 -2.197 2.119
H 3.611 -1.951 -0.754
H 2.697 -2.080 2.202
H 2.351 -1.012 0.921
H 3.300 -0.403 2.402
H 5.721 -3.188 1.883
H 4.883 -2.717 3.037
H 5.733 -1.244 2.262
```